# C31H49NO15

A 8-piece molecular cluster, C31H49NO15 overall at a distorted geometry (wB97M-V/def2-TZVPD, the Open Molecules 2025 dataset).

Structure (XYZ):
```
96
Properties=species:S:1:pos:R:3:forces:R:3:mulliken_charge:R:1
O -3.186626 5.720737 5.233263 -0.1 0.3 -0.7 -0.587
C -2.823492 5.313950 4.159029 0.3 0.5 2.1 0.512
C -1.406811 4.988704 3.814008 0.8 -0.8 -1.5 -0.484
C -1.568168 4.090964 2.564342 0.4 -0.5 0.1 0.384
C -3.092385 3.932346 2.396018 1.1 0.0 -0.3 0.163
O -3.662233 4.986606 3.179474 -0.7 -0.4 -0.6 -0.377
H -0.786811 5.838158 3.531215 -0.4 0.4 0.3 0.306
H -0.886391 4.483898 4.623107 -0.3 0.0 0.2 0.166
H -1.124071 4.510337 1.661287 -0.1 0.3 0.1 0.126
H -1.070065 3.128517 2.686543 -0.2 -0.1 0.0 -0.252
H -3.339099 4.041721 1.342623 -0.5 0.1 0.1 -0.285
H -3.421474 2.959309 2.758883 -0.3 0.1 0.1 0.308
O -1.607325 2.081895 -4.792450 0.1 -0.3 -0.1 -0.575
C -1.168366 3.071938 -4.297977 0.1 0.7 -1.0 0.467
C -1.122543 4.497382 -4.866008 0.2 -1.2 -0.2 -0.624
C -1.307786 5.300148 -3.593419 -1.0 0.2 -0.8 -0.449
C -0.629024 4.424904 -2.545666 0.0 1.0 0.4 -0.184
O -0.613210 3.098913 -3.080888 0.1 -0.1 1.4 -0.120
H -0.126505 4.629331 -5.295972 0.0 0.0 -0.1 0.262
H -1.864575 4.499095 -5.660466 -0.1 0.7 0.1 0.360
H -0.983759 6.336679 -3.641745 0.3 -0.1 0.1 0.483
H -2.391428 5.335579 -3.442018 0.1 0.0 0.4 0.049
H 0.369387 4.779089 -2.286682 0.2 -0.3 -0.4 0.433
H -1.187603 4.491870 -1.610109 -0.1 -0.6 0.0 -0.030
O -2.292452 -0.235798 0.840381 -0.4 -0.1 0.2 -0.655
C -1.143879 -0.145214 0.551242 0.8 -0.1 0.1 0.331
C -0.161606 -1.210558 0.059740 -0.7 0.2 -0.3 0.431
C 1.135981 -0.428243 -0.073427 0.7 0.0 -0.1 1.378
C 0.720314 1.027865 -0.121816 -0.4 -0.4 0.4 -1.007
O -0.487879 1.047536 0.650797 -0.3 0.7 0.3 -0.226
H -0.135858 -2.024292 0.781509 0.1 0.1 0.1 -0.485
H -0.619534 -1.645778 -0.832875 0.3 0.1 -0.2 0.418
H 1.701040 -0.572635 0.847632 0.0 0.0 -0.1 -0.655
H 1.826123 -0.583255 -0.902289 -0.3 -0.6 0.0 -0.121
H 1.495706 1.624888 0.357240 -0.3 0.4 0.0 0.339
H 0.439241 1.421459 -1.101698 0.4 -0.1 -0.1 0.298
O -3.278024 -4.804747 -0.780534 0.4 0.5 0.1 -0.592
C -2.664068 -5.016252 0.227816 -1.4 -1.1 -0.3 0.479
C -2.412785 -6.396471 0.813023 1.3 0.5 1.4 -0.452
C -1.234293 -6.092952 1.778732 0.3 -1.3 -1.0 -0.477
C -1.362258 -4.609071 2.088267 -0.5 -0.4 0.0 0.112
O -2.241342 -4.060965 1.076204 0.5 0.0 -0.2 -0.299
H -3.206637 -6.724227 1.485740 -0.6 0.3 -0.5 0.271
H -2.194846 -7.199475 0.119614 -0.1 0.2 -0.3 0.319
H -1.274805 -6.830243 2.580613 0.0 0.6 0.5 0.434
H -0.290757 -6.294432 1.267701 0.0 0.2 0.0 0.062
H -1.837525 -4.446290 3.055060 0.2 0.3 0.0 0.321
H -0.399269 -4.115809 1.981227 -0.1 0.2 0.3 -0.148
O -6.546075 1.315780 -3.290372 -0.1 0.7 0.4 -0.602
C -5.714274 1.959261 -2.711364 0.0 -1.1 -0.6 0.376
C -5.556386 3.460043 -2.589791 0.6 -0.3 -0.4 -0.501
C -4.382675 3.585549 -1.650382 -0.2 1.1 1.8 -0.451
C -3.651367 2.239104 -1.677322 -0.6 1.0 -0.3 0.661
O -4.656395 1.320271 -2.150498 0.6 0.2 0.5 -0.322
H -5.273818 3.797801 -3.590378 -0.4 0.1 0.0 0.197
H -6.475741 3.922279 -2.246659 0.0 0.1 -0.2 0.354
H -3.765467 4.487416 -1.716958 0.3 -0.3 -0.9 0.510
H -4.764477 3.784980 -0.638851 -0.2 -0.6 0.0 0.173
H -2.811824 2.280469 -2.367800 0.0 -0.4 -0.1 -0.416
H -3.307009 2.007976 -0.672424 0.0 -0.6 -0.1 -0.022
O 1.588761 -5.194280 0.107229 -0.5 0.4 -0.7 -0.590
C 2.569488 -4.507340 0.117078 0.5 -1.1 1.8 0.372
C 3.998097 -5.031049 0.044093 -0.2 0.6 -1.4 -0.374
C 4.825664 -3.964267 0.744494 -0.8 -0.2 0.6 -0.536
C 3.854515 -2.783691 0.871369 1.2 1.5 -0.7 -0.029
O 2.558937 -3.194582 0.410869 0.0 0.1 0.2 -0.201
H 4.117786 -6.047025 0.402694 -0.3 0.0 0.2 0.361
H 4.143957 -5.085165 -1.043478 0.5 0.0 0.1 0.038
H 5.016522 -4.349793 1.746460 0.6 0.1 -0.1 0.262
H 5.717828 -3.619900 0.232451 0.2 -0.4 0.1 0.339
H 3.849956 -2.265160 1.829952 -0.8 -0.8 0.4 0.012
H 4.232508 -1.952045 0.265264 -0.4 -0.2 -0.6 0.271
O 5.374947 -1.603647 -2.475724 -0.1 0.2 -0.4 -0.632
C 4.338294 -1.823693 -3.047762 1.0 0.1 1.5 0.554
C 4.005285 -3.043302 -3.830779 -0.6 -0.2 -0.3 -0.116
C 2.579109 -2.717898 -4.278773 -0.1 -0.8 -1.0 -0.734
C 2.080535 -1.775846 -3.210280 0.6 -0.4 0.1 0.125
O 3.277448 -1.006379 -2.928460 -0.5 0.5 0.2 -0.356
H 4.746842 -3.147661 -4.620766 -0.2 -0.1 -0.1 0.332
H 4.067802 -3.941435 -3.214723 0.0 0.1 0.2 -0.055
H 2.678654 -2.225885 -5.249215 -0.4 0.2 0.1 0.304
H 1.923807 -3.579171 -4.421107 0.1 0.0 0.1 0.386
H 1.232503 -1.147817 -3.466757 0.3 0.3 -0.1 0.466
H 1.847033 -2.319742 -2.287982 -0.2 0.0 -0.1 -0.206
C 1.579835 1.897520 3.904794 0.8 -1.3 0.3 -0.425
N 2.380442 0.909496 4.652075 -0.2 -0.1 -0.2 -0.183
C 2.773201 -0.259764 4.103512 0.2 -0.5 -0.5 0.677
C 3.641966 -1.161187 4.952379 -0.2 0.5 1.1 -1.307
O 2.448574 -0.611537 2.974023 0.1 0.3 0.2 -0.494
H 0.761167 2.189128 4.555466 0.0 0.6 -0.2 0.365
H 1.193392 1.372804 3.033258 -0.2 0.1 0.0 -0.163
H 2.281356 2.657132 3.564758 -0.5 0.6 0.1 0.274
H 2.582520 1.050910 5.625335 0.0 0.2 0.0 0.212
H 3.746510 -2.133635 4.488901 -0.1 0.0 0.0 0.282
H 3.190657 -1.223706 5.950550 -0.2 -0.5 -0.2 0.374
H 4.619381 -0.748428 5.215310 0.1 0.2 -0.6 0.314
```
Positions in Å, forces in eV/Å.

Computed properties:
SMILES: O=C1CCCO1.O=C1CCCO1.O=C1CCCO1.O=C1CCCO1.O=C1CCCO1.O=C1CCCO1.O=C1CCCO1.CNC(C)=O
energy above the lowest of the compared OMol25 structures with the same formula, charge and spin: 0.0 kJ/mol
2S+1: 1
lowest unoccupied orbital energy: 0.23 eV
frontier orbital gap: 9.8372 eV
energy: -65144.84926 eV